Record 1
This record from OMol25 describes a structure of composition C23H48AlN2O29S at a distorted geometry. The level of theory is ωB97M-V/def2-TZVPD.

Energy relative to the best compared isomer or geometry (same formula, charge and spin)   753.3 kJ/mol
E   -104393.7694 eV

The geometry in ORCA input format:
```
! RIJCOSX wB97M-V def2-TZVPD def2/J DEFGRID3
* xyz 1 1
Al -5.42624 1.63454 -3.11167
S -0.75477 0.70028 0.00896
O -1.83573 -0.18847 0.19843
O -0.37843 0.65768 -1.40860
O -1.36561 1.95998 0.21205
O 0.36606 0.35478 0.91119
C 7.80965 -6.81302 6.93061
O 6.48744 -6.70245 6.37727
C 6.26806 -6.64712 5.05274
O 7.10242 -6.82752 4.12805
O 4.94484 -6.34945 4.91146
C 4.33033 -5.98662 3.67118
H 8.21739 -5.82447 7.14184
H 8.51962 -7.16242 6.18097
H 7.84251 -7.46037 7.80694
H 3.24850 -6.10130 3.60361
H 4.73856 -6.53694 2.82348
H 4.45731 -4.96761 3.30566
C 7.08551 -0.24993 -2.72327
O 8.45121 -0.59758 -2.81868
C 9.28265 -0.08939 -3.74064
O 8.97735 0.56927 -4.70642
O 10.51856 -0.32298 -3.41098
C 11.62587 -0.11414 -4.17691
H 6.49092 -1.13229 -2.95992
H 6.95896 0.71242 -3.21922
H 6.97780 -0.11296 -1.64729
H 12.55266 -0.13595 -3.60360
H 11.71511 0.89824 -4.57090
H 11.53639 -0.72856 -5.07278
C -7.63952 9.33380 -1.67234
O -6.93697 9.37886 -0.40733
C -6.31617 8.42095 0.14388
O -6.17055 7.26160 -0.26336
O -5.81325 8.84532 1.25559
C -4.79841 8.11232 1.90998
H -8.07370 8.34452 -1.81694
H -6.97946 9.56366 -2.50874
H -8.38888 10.11648 -1.79062
H -4.27842 8.84337 2.52908
H -3.98858 7.77080 1.26529
H -5.29448 7.26850 2.38957
C 4.70377 -0.82007 8.10436
O 5.71886 -1.00265 9.12285
C 6.35078 -0.00008 9.68053
O 5.94156 1.15783 9.57602
O 7.44462 -0.40621 10.40427
C 8.03264 0.55589 11.13629
H 4.10373 -1.72855 8.05212
H 5.07953 -0.62523 7.09991
H 3.91364 -0.11598 8.36518
H 9.08662 0.28496 11.19799
H 7.66720 0.64142 12.15964
H 8.16113 1.52908 10.66251
C -2.31346 2.48249 -11.10372
O -1.02859 2.40809 -10.65496
C -0.70718 2.16848 -9.33440
O -1.49325 2.05648 -8.39201
O 0.57492 2.43575 -9.26422
C 1.24306 2.20622 -8.03424
H -2.25525 2.59645 -12.18618
H -2.83873 3.30580 -10.61962
H -2.90229 1.63950 -10.74214
H 1.02252 2.99895 -7.31937
H 2.32932 2.13126 -7.98406
H 0.94112 1.26206 -7.58093
C -1.26080 -5.18061 -4.48402
O -1.92752 -5.83082 -5.63423
C -3.09442 -5.18101 -6.08098
O -3.46934 -4.08718 -5.69789
O -3.72105 -6.01951 -7.00214
C -4.94023 -5.50029 -7.63379
H -0.37590 -5.74500 -4.18988
H -2.00638 -5.04871 -3.69992
H -0.86069 -4.19557 -4.72426
H -5.44887 -6.20525 -8.29137
H -4.86079 -4.44675 -7.90180
H -5.73759 -5.39989 -6.89743
C -7.38472 -4.87822 0.16118
O -8.74415 -4.61291 0.52835
C -9.41185 -3.60959 -0.08853
O -8.88454 -2.84569 -0.92080
O -10.63999 -3.45283 0.43016
C -11.61026 -2.44417 0.08044
H -6.84034 -5.31603 0.99789
H -6.72977 -4.11462 -0.25840
H -7.39647 -5.67272 -0.58496
H -11.25138 -2.17851 -0.91391
H -11.68090 -1.51075 0.63885
H -12.58553 -2.92858 0.03262
C -5.43868 0.93038 5.42107
N -6.56583 0.95906 4.56677
O -7.68423 0.57049 4.98764
O -6.46384 1.47522 3.46341
H -5.74282 1.37391 6.36916
H -4.60121 1.37925 4.88696
H -5.27927 -0.14405 5.51204
C 3.37572 5.53095 2.33872
N 2.71368 6.84316 2.61087
O 2.45781 7.08933 3.78356
O 2.54185 7.57041 1.62815
H 2.89523 4.81953 3.01036
H 4.33261 5.72344 2.82391
H 3.47970 5.42638 1.25874
*
```

Atomic partial charges in e from the Mulliken method, atoms 1 to 99: atom 1 (Al): 1.0002, atom 2 (S): 1.3206, atom 3 (O): -0.3097, atom 4 (O): -0.3370, atom 5 (O): -0.3024, atom 6 (O): -0.3736, atom 7 (C): -0.6607, atom 8 (O): -0.2909, atom 9 (C): 0.7830, atom 10 (O): -0.5843, atom 11 (O): -0.2890, atom 12 (C): -0.7094, atom 13 (H): 0.2731, atom 14 (H): 0.3347, atom 15 (H): 0.2474, atom 16 (H): 0.2853, atom 17 (H): 0.3126, atom 18 (H): 0.2980, atom 19 (C): -0.6073, atom 20 (O): -0.3040, atom 21 (C): 0.7863, atom 22 (O): -0.5724, atom 23 (O): -0.3006, atom 24 (C): -0.6644, atom 25 (H): 0.2337, atom 26 (H): 0.3367, atom 27 (H): 0.2246, atom 28 (H): 0.2594, atom 29 (H): 0.3096, atom 30 (H): 0.2984, atom 31 (C): -0.6305, atom 32 (O): -0.2985, atom 33 (C): 0.8620, atom 34 (O): -0.6371, atom 35 (O): -0.3015, atom 36 (C): -0.6488, atom 37 (H): 0.2967, atom 38 (H): 0.2785, atom 39 (H): 0.2498, atom 40 (H): 0.2451, atom 41 (H): 0.3096, atom 42 (H): 0.2751, atom 43 (C): -0.6781, atom 44 (O): -0.3074, atom 45 (C): 0.8029, atom 46 (O): -0.5751, atom 47 (O): -0.2832, atom 48 (C): -0.7134, atom 49 (H): 0.2744, atom 50 (H): 0.2907, atom 51 (H): 0.3080, atom 52 (H): 0.2756, atom 53 (H): 0.2813, atom 54 (H): 0.3244, atom 55 (C): -0.6065, atom 56 (O): -0.2805, atom 57 (C): 0.7427, atom 58 (O): -0.5795, atom 59 (O): -0.2598, atom 60 (C): -0.6612, atom 61 (H): 0.2141, atom 62 (H): 0.2904, atom 63 (H): 0.2890, atom 64 (H): 0.2816, atom 65 (H): 0.2816, atom 66 (H): 0.2883, atom 67 (C): -0.5840, atom 68 (O): -0.2904, atom 69 (C): 0.7135, atom 70 (O): -0.5461, atom 71 (O): -0.2775, atom 72 (C): -0.6770, atom 73 (H): 0.2428, atom 74 (H): 0.2683, atom 75 (H): 0.2694, atom 76 (H): 0.2946, atom 77 (H): 0.2954, atom 78 (H): 0.2914, atom 79 (C): -0.6859, atom 80 (O): -0.2866, atom 81 (C): 0.8324, atom 82 (O): -0.6188, atom 83 (O): -0.3111, atom 84 (C): -0.5827, atom 85 (H): 0.2717, atom 86 (H): 0.2972, atom 87 (H): 0.2934, atom 88 (H): 0.2935, atom 89 (H): 0.2634, atom 90 (H): 0.2336, atom 91 (C): -0.6750, atom 92 (N): 0.7999, atom 93 (O): -0.4863, atom 94 (O): -0.5087, atom 95 (H): 0.2813, atom 96 (H): 0.2997, atom 97 (H): 0.2893, atom 98 (C): -0.6988, atom 99 (N): 0.8215

***

Record 2
This record from OMol25 describes a structure of composition C9H15Cl2InNO4P at a distorted geometry. The level of theory is ωB97M-V/def2-TZVPD.

E   -58742.4906 eV

The geometry in ORCA input format:
```
! RIJCOSX wB97M-V def2-TZVPD def2/J DEFGRID3
* xyz 2 1
C 0.10086 -1.78909 -3.34216
C 0.60781 -0.77835 -2.37773
O 1.67074 -0.66973 -1.88041
N -0.35652 0.36047 -2.00185
C 0.14199 1.82422 -2.02386
C -0.68286 2.79008 -2.80121
O 1.14031 1.98389 -1.41975
P -1.47241 0.02954 -0.78202
O -0.85125 -1.41198 -0.26254
C -0.51325 -1.43299 1.11403
C -0.02256 -0.00467 1.34728
C 0.10853 0.47786 2.77407
Cl -1.18831 1.43903 3.36300
C 1.18296 0.18376 3.49716
C 2.33700 -0.67689 3.08253
Cl 1.34386 0.89313 5.09436
O -0.95332 0.76520 0.59671
H 0.48909 -1.50779 -4.32568
H -0.98114 -1.81422 -3.41219
H 0.50336 -2.76285 -3.07358
H -1.43882 2.29337 -3.40121
H -0.00374 3.32227 -3.46911
H -1.14319 3.50786 -2.12140
H -2.14362 -0.74397 -1.89375
H -2.12280 1.27054 -1.09169
H -2.85423 -0.33547 -0.33912
H -1.40711 -1.65393 1.70542
H 0.23825 -2.19334 1.31280
H 0.94641 0.13511 0.85240
H 2.13282 -1.73387 3.26216
H 3.23289 -0.40651 3.63459
H 2.55589 -0.55319 2.02060
In -0.59767 -0.80749 6.36215
*
```

Partial charges, Mulliken, in e: atom 1 (C): -1.1009, atom 2 (C): 0.6356, atom 3 (O): -0.3621, atom 4 (N): 0.2601, atom 5 (C): 0.5813, atom 6 (C): -1.1890, atom 7 (O): -0.3377, atom 8 (P): -0.1602, atom 9 (O): -0.3571, atom 10 (C): -0.4091, atom 11 (C): 0.3767, atom 12 (C): 0.0302, atom 13 (Cl): -0.0698, atom 14 (C): 0.1802, atom 15 (C): -1.2256, atom 16 (Cl): -0.1385, atom 17 (O): -0.4085, atom 18 (H): 0.3784, atom 19 (H): 0.3127, atom 20 (H): 0.3478, atom 21 (H): 0.3583, atom 22 (H): 0.4011, atom 23 (H): 0.3325, atom 24 (H): 0.2419, atom 25 (H): 0.1553, atom 26 (H): 0.3925, atom 27 (H): 0.3228, atom 28 (H): 0.3067, atom 29 (H): 0.2232, atom 30 (H): 0.2960, atom 31 (H): 0.4313, atom 32 (H): 0.3308, atom 33 (In): 0.8631

***

Record 3
This record from OMol25 describes a cluster of 3 separate species, C4H16NO2 in total at a distorted geometry. The level of theory is ωB97M-V/def2-TZVPD.

Energy relative to the best compared isomer or geometry (same formula, charge and spin)   14.7 kJ/mol
E   -9987.2290 eV

The geometry in ORCA input format:
```
! RIJCOSX wB97M-V def2-TZVPD def2/J DEFGRID3
* xyz 1 1
C 0.42927 1.24826 -1.61279
C -0.57145 0.21387 -1.15442
C -1.84455 0.81585 -0.60347
C -2.92834 -0.22249 -0.31458
N 0.06988 -0.66230 -0.07328
H -0.02802 1.78767 -2.44541
H 0.64261 1.95117 -0.80385
H 1.37589 0.82489 -1.96425
H -0.76924 -0.48600 -1.96873
H -2.21531 1.53191 -1.35073
H -1.62864 1.41248 0.28925
H -3.85799 0.23627 0.01369
H -2.64323 -0.88765 0.50058
H -3.17253 -0.83130 -1.18976
H -0.41576 -1.56054 -0.08068
H -0.15127 -0.29510 0.85474
H 1.09048 -0.77413 -0.22438
H 2.81068 -1.38180 3.80492
H 2.07046 -0.03201 3.97921
O 2.40204 -0.65550 3.32117
H 3.02670 -0.44873 1.09279
H 3.54116 -1.02582 -0.28763
O 2.76716 -0.75899 0.21761
*
```

Partial charges, Mulliken, in e: atom 1 (C): -1.4507, atom 2 (C): 0.1589, atom 3 (C): -0.4502, atom 4 (C): -1.1981, atom 5 (N): -0.2092, atom 6 (H): 0.4070, atom 7 (H): 0.3308, atom 8 (H): 0.4121, atom 9 (H): 0.2909, atom 10 (H): 0.3525, atom 11 (H): 0.3354, atom 12 (H): 0.3701, atom 13 (H): 0.3186, atom 14 (H): 0.3249, atom 15 (H): 0.3825, atom 16 (H): 0.3701, atom 17 (H): 0.2760, atom 18 (H): 0.3167, atom 19 (H): 0.3172, atom 20 (O): -0.6202, atom 21 (H): 0.2858, atom 22 (H): 0.2992, atom 23 (O): -0.6205

***

Record 4
This record from OMol25 describes a structure of composition C29H24Cl5FMgN5O3S at a distorted geometry. The level of theory is ωB97M-V/def2-TZVPD.

Energy relative to the best compared isomer or geometry (same formula, charge and spin)   25.5 kJ/mol
E   -125661.5843 eV

The geometry in ORCA input format:
```
! RIJCOSX wB97M-V def2-TZVPD def2/J DEFGRID3
* xyz 1 1
Mg -0.16443 -0.30820 -2.99661
F -2.53233 -0.30780 3.24609
C -1.23643 -0.06850 2.93209
C -0.91273 -0.03540 1.60289
C 0.40857 0.13150 1.19689
C 0.70837 0.16380 -0.23531
O -0.20533 0.28320 -1.06141
C 2.10357 0.06270 -0.54221
C 3.02317 0.15150 0.45339
N 2.72447 0.33050 1.76679
C 3.80287 0.47040 2.70499
C 4.92897 1.41060 2.39509
C 3.96167 1.74240 3.48909
C 1.41377 0.26150 2.17529
C 1.04117 0.30950 3.52849
C -0.27633 0.13490 3.94109
N -0.60443 0.21610 5.30939
C 0.23427 -0.44600 6.28809
C 0.32417 0.45730 7.53539
N -0.88793 1.31640 7.56869
C -2.08373 0.51240 7.22219
C -2.00423 0.20030 5.72059
C 2.56797 -0.11540 -2.00271
O 3.74437 0.06790 -2.25061
O 1.65307 -0.43280 -2.81661
H -1.67723 -0.17290 0.85259
H 4.07237 0.09300 0.19689
H 4.05287 -0.46230 3.20239
H 4.87467 1.98860 1.48569
H 5.92987 1.10320 2.65519
H 3.26097 2.54380 3.30949
H 4.29687 1.67350 4.51379
H 1.81037 0.48870 4.26349
H 1.22927 -0.62250 5.88389
H -0.18603 -1.42340 6.56129
H 1.20207 1.10210 7.50289
H 0.36297 -0.14730 8.44209
H -0.79013 2.02840 6.83199
H -0.98623 1.77950 8.47719
H -2.99393 1.07050 7.44439
H -2.07753 -0.39660 7.82569
H -2.53313 0.97440 5.16059
H -2.49953 -0.76000 5.52859
Cl -1.31023 -3.93260 -2.77161
C -2.43933 -2.63790 -2.82081
C -1.93133 -1.35130 -2.84181
C -2.85323 -0.32070 -2.90711
Cl -2.20673 1.25290 -3.03031
C -4.22773 -0.51890 -2.91181
Cl -5.32323 0.81100 -2.94011
C -4.70543 -1.82870 -2.89711
Cl -6.39523 -2.11860 -2.93271
C -3.80903 -2.89640 -2.86651
Cl -4.40013 -4.50610 -2.89591
N 0.82037 0.63750 -10.08531
C -0.12863 -0.03070 -9.41041
S -1.30263 -0.83060 -10.25061
C -0.10403 -0.03240 -7.93871
C 0.84817 0.64050 -7.16641
C 0.78497 0.55810 -5.78471
N -0.14983 -0.12380 -5.14051
C -1.06063 -0.76670 -5.86181
C -1.07903 -0.75180 -7.24211
H 0.78657 0.60390 -11.09221
H 1.58577 1.11590 -9.64421
H 1.63907 1.22230 -7.61171
H 1.51987 1.04850 -5.16211
H -1.80663 -1.31980 -5.30871
H -1.83303 -1.29290 -7.79401
*
```

Partial charges, Mulliken, in e: atom 1 (Mg): 0.7930, atom 2 (F): -0.3417, atom 3 (C): 0.3297, atom 4 (C): -0.7274, atom 5 (C): 0.4444, atom 6 (C): 1.6378, atom 7 (O): -0.4957, atom 8 (C): -0.4102, atom 9 (C): -0.0785, atom 10 (N): 0.2103, atom 11 (C): -0.2263, atom 12 (C): -0.9295, atom 13 (C): -0.4885, atom 14 (C): -0.3268, atom 15 (C): -0.7159, atom 16 (C): -0.7722, atom 17 (N): 0.2111, atom 18 (C): -0.6230, atom 19 (C): -0.7621, atom 20 (N): -0.1183, atom 21 (C): -0.7578, atom 22 (C): -0.7895, atom 23 (C): -0.0046, atom 24 (O): -0.7159, atom 25 (O): -0.4434, atom 26 (H): 0.7586, atom 27 (H): 0.6615, atom 28 (H): 0.3924, atom 29 (H): 0.3347, atom 30 (H): 0.2586, atom 31 (H): 0.2529, atom 32 (H): 0.3025, atom 33 (H): 0.6866, atom 34 (H): 0.4400, atom 35 (H): 0.3100, atom 36 (H): 0.4400, atom 37 (H): 0.3655, atom 38 (H): 0.3777, atom 39 (H): 0.3473, atom 40 (H): 0.3831, atom 41 (H): 0.3341, atom 42 (H): 0.5274, atom 43 (H): 0.4437, atom 44 (Cl): -0.2124, atom 45 (C): 1.1895, atom 46 (C): -2.0030, atom 47 (C): 1.3567, atom 48 (Cl): -0.2293, atom 49 (C): -0.5670, atom 50 (Cl): -0.1935, atom 51 (C): 0.5879, atom 52 (Cl): -0.1841, atom 53 (C): -0.0818, atom 54 (Cl): -0.1782, atom 55 (N): -0.3058, atom 56 (C): 0.3075, atom 57 (S): -0.3837, atom 58 (C): 1.2783, atom 59 (C): -0.8625, atom 60 (C): -0.6102, atom 61 (N): -0.2502, atom 62 (C): -0.2336, atom 63 (C): -0.7416, atom 64 (H): 0.2013, atom 65 (H): 0.1551, atom 66 (H): 0.2639, atom 67 (H): 0.4327, atom 68 (H): 0.3405, atom 69 (H): 0.4082

***

Per-record LUMO, eV: -9.148; -10.312; -2.873; -3.394
Per-record gap between HOMO and LUMO, eV: 2.58; 5.39; 12.35; 6.54
Per-record HOMO energy, eV: -11.7268; -15.7046; -15.2237; -9.9294